C3H23NO9S | ωB97M-V with the def2-TZVPD basis set

Total charge ... -1
Frontier orbital gap (alpha / beta) ... 3.44 / 6.92 eV
Spin multiplicity ... 2
⟨S²⟩ ... 0.754

Each line ends with the Löwdin charge.
Geometry (Å):
O -0.0051 -1.5158 1.7406  -0.240
C 0.0636 -1.6456 0.4535  -0.331
C -0.8892 -0.6524 -0.2772  -0.455
C 0.0481 0.5299 -0.5261  -0.517
S -0.7383 2.0937 -1.1673  0.605
N -2.0418 -0.2263 0.4842  0.033
H 0.8166 -2.1139 -0.1482  0.054
H -1.2671 -0.9769 -1.2534  0.107
H 0.6726 0.8404 0.3073  0.039
H 0.8304 0.3185 -1.2730  0.052
H -1.7917 2.2840 -0.3222  -0.169
H -2.0926 -0.1611 1.4866  0.064
H -2.9020 -0.5946 0.0960  0.017
H 2.4833 -1.6930 -3.3334  0.011
H 3.8809 -0.9110 -3.1975  -0.001
O 3.4107 -1.6751 -3.5561  -0.095
H -0.4955 -3.4486 -2.3021  0.040
H -1.3844 -4.1230 -1.2907  0.039
O -0.8653 -3.3193 -1.4167  -0.074
H 0.3471 4.5799 0.8504  0.029
H 0.2763 3.4387 1.8600  0.027
O 0.8965 3.9924 1.3707  -0.072
H 3.2659 0.7374 -1.5757  0.021
H 3.6971 -0.5597 -0.7000  0.043
O 3.6412 -0.1471 -1.5426  -0.048
H 0.9117 0.5040 3.1136  0.034
H -0.2467 0.3045 2.2967  -0.011
O 0.1233 1.0105 2.8813  -0.097
H -0.9870 -0.9131 4.3674  0.004
H -1.2109 -1.9759 3.3133  0.002
O -1.6209 -1.5855 4.1041  -0.096
H 2.4549 3.5068 -1.2010  0.037
H 1.9597 2.6980 0.0025  -0.002
O 2.4981 2.6371 -0.8006  -0.084
H -4.6965 0.3105 -1.1052  0.047
H -4.3584 -1.0838 -1.2053  0.050
O -4.6846 -0.4647 -0.5340  -0.064

Cartesian forces (eV/Å) of the 6 atoms listed first:
0.899 -0.261 0.638
-2.456 1.268 -0.026
1.238 0.125 0.781
0.517 0.950 -0.571
-0.415 0.329 -0.247
-0.997 0.190 -0.950

=====

C5H6O2 | ωB97M-V with the def2-TZVPD basis set

SMILES string ... CC(=O)C(C)=C=O
Frontier orbital gap ... 10.00 eV
Energy relative to the best compared isomer or geometry (same formula, charge and spin) ... 153.76 kJ/mol

Each line ends with the Löwdin charge.
Geometry (Å):
C -0.0955 0.9827 1.3683  -0.201
C -0.8519 1.5020 0.1633  -0.410
C -0.1243 1.5377 2.5207  -0.133
C -0.9338 0.6530 -1.0650  -0.026
C 0.8113 -0.1979 1.1812  -0.078
O -0.0001 2.1236 3.5058  0.235
O -1.4265 2.5556 0.0996  0.082
H -0.2987 0.8546 -1.9235  0.090
H -1.9300 0.8082 -1.6049  0.123
H -0.6917 -0.3301 -0.9397  0.027
H 1.7151 -0.1150 1.8401  0.088
H 1.3972 -0.2489 0.2032  0.109
H 0.4712 -1.2130 1.5072  0.094

Cartesian forces (eV/Å) of the 6 atoms listed first:
-0.504 -1.640 -3.722
0.039 -0.027 -0.144
0.462 2.102 1.739
-1.462 1.254 -2.112
2.923 -1.377 0.540
-0.432 -0.297 0.301

=====

C2F5N | ωB97M-V with the def2-TZVPD basis set

Frontier orbital gap (alpha / beta) ... 9.18 / 9.30 eV
Energy relative to the best compared isomer or geometry (same formula, charge and spin) ... 803.88 kJ/mol

Each line ends with the Löwdin charge.
Geometry (Å):
C -0.6203 -0.2222 0.8452  0.002
C -1.1909 -0.1102 -0.3185  -0.381
N 1.8360 0.2834 0.3685  0.122
F -0.5428 -1.0047 1.8843  0.117
F -2.3318 -0.6877 -0.6329  0.142
F -0.8913 0.9186 -1.1384  0.100
F 1.8064 1.4590 -0.3603  -0.052
F 1.9346 -0.6363 -0.6479  -0.049

Cartesian forces (eV/Å) of the 6 atoms listed first:
2.003 0.314 0.675
-0.746 1.201 0.178
-0.424 0.473 -1.714
-0.566 0.006 -0.710
-0.144 -0.252 -0.629
-0.232 -1.228 0.424

=====

C7H14NO4P | ωB97M-V with the def2-TZVPD basis set

Frontier orbital gap (alpha / beta) ... 8.11 / 8.11 eV
Energy relative to the best compared isomer or geometry (same formula, charge and spin) ... 122.00 kJ/mol

Each line ends with the Löwdin charge.
Geometry (Å):
C -1.6283 -1.8845 1.6100  -0.219
C 1.1535 1.4074 -2.9651  -0.069
C 1.7281 -0.6324 2.4525  -0.076
C -2.4163 0.4514 1.3083  -0.041
C -0.0543 0.5070 -2.7690  -0.296
C 2.1316 0.2392 1.2759  -0.302
C -2.1195 -0.9035 0.7312  -0.427
N -1.1900 -2.6327 2.3664  0.189
O 1.0840 -1.3627 -0.8983  -0.272
O -2.8245 -1.3313 -0.3399  0.054
O -0.5386 0.5734 -1.4345  -0.261
O 0.9988 0.7387 0.5842  -0.235
P 0.1968 -0.3464 -0.3189  0.676
H 1.9571 1.0728 -2.3109  0.072
H 1.4910 1.3539 -3.9964  0.078
H 0.9034 2.4367 -2.7181  0.079
H 1.1213 -0.0657 3.1563  0.079
H 1.1439 -1.4788 2.0912  0.044
H 2.6100 -1.0040 2.9664  0.080
H -3.4023 0.4536 1.7791  0.096
H -2.4029 1.2046 0.5215  0.085
H -1.6710 0.7126 2.0534  0.088
H 0.2146 -0.5270 -3.0047  0.108
H -0.8878 0.8211 -3.4045  0.119
H 2.7513 -0.3403 0.5821  0.109
H 2.6809 1.1269 1.6048  0.121
H -3.0308 -0.5898 -0.9230  0.120

Cartesian forces (eV/Å) of the 6 atoms listed first:
0.006 -0.959 0.483
-0.272 -0.157 0.237
-0.083 0.242 -0.274
-0.238 -0.105 -0.014
0.370 0.060 -0.947
0.894 -0.278 0.589

=====

C6H13N | ωB97M-V with the def2-TZVPD basis set

Frontier orbital gap ... 10.11 eV
Energy relative to the best compared isomer or geometry (same formula, charge and spin) ... 235.68 kJ/mol

Each line ends with the Löwdin charge.
Geometry (Å):
C 0.3422 -0.0422 -0.3233  -0.574
C -1.1230 -0.0699 0.1558  -0.529
C -1.5414 -0.3362 1.5185  0.051
C 0.9196 -1.4546 -0.1908  -0.052
C 0.3364 0.4045 -1.7906  -0.052
C 1.1774 0.9396 0.5080  -0.054
N -1.9004 1.0893 0.3445  0.117
H -1.5500 1.7999 0.9846  0.047
H -1.6999 -0.8335 -0.4142  0.150
H -2.5407 -0.6896 1.7367  0.074
H -0.8080 -0.4533 2.3080  0.080
H 1.9417 -1.4723 -0.5697  0.085
H 1.3563 0.4360 -2.1756  0.083
H 1.2300 0.6339 1.5535  0.078
H 0.3427 -2.1736 -0.7737  0.084
H 0.9203 -1.7878 0.8472  0.080
H -0.1311 1.3834 -1.8860  0.084
H -0.2236 -0.2974 -2.4097  0.084
H 2.1947 0.9798 0.1175  0.084
H 0.7567 1.9440 0.4592  0.079

Cartesian forces (eV/Å) of the 6 atoms listed first:
-0.264 -0.001 0.375
0.357 -2.381 -1.330
-0.720 1.307 -0.573
-0.090 0.211 -0.176
0.001 -0.239 0.218
-0.163 -0.167 -0.138

=====

C38H52N3O2P2Re | ωB97M-V with the def2-TZVPD basis set

Total charge ... +3
Frontier orbital gap (alpha / beta) ... 5.06 / 5.04 eV
Spin multiplicity ... 2
⟨S²⟩ ... 0.815

Each line ends with the Löwdin charge.
Geometry (Å):
Re 0.0029 0.1135 -0.3977  1.204
C 3.0181 2.4958 -1.3227  -0.108
C 2.0391 3.3437 -0.5148  -0.496
C 2.8005 4.4420 0.2241  -0.082
P 0.9435 2.2334 0.5262  1.023
C 1.5874 1.9905 2.2634  -0.513
C 3.0165 1.4515 2.2123  -0.090
C 1.4447 3.1964 3.1844  -0.080
C -0.6156 3.1707 0.6648  -0.261
C -0.7111 4.5205 0.9391  -0.010
C -1.9430 5.1872 0.9254  -0.203
C -2.0457 6.6019 1.3449  -0.006
C -3.0715 4.4714 0.4995  0.024
C -3.0045 3.1215 0.2605  0.011
C -1.7914 2.4182 0.4187  -0.283
N -1.7094 1.0463 0.3213  -0.085
C -2.8313 0.3322 0.6913  -0.294
C -3.7345 0.8006 1.6655  0.007
C -4.9099 0.1319 1.9120  0.022
C -5.2462 -1.0243 1.1997  -0.214
C -6.5607 -1.6848 1.3625  -0.011
C -4.2880 -1.5661 0.3320  -0.019
C -3.0818 -0.9339 0.1059  -0.255
P -1.7247 -1.5569 -0.9246  1.011
C -2.2592 -1.4141 -2.7015  -0.504
C -3.6351 -2.0120 -2.9643  -0.080
C -2.2356 0.0685 -3.0774  -0.105
C -1.3584 -3.3170 -0.4189  -0.502
C -2.4990 -4.3265 -0.4374  -0.081
C -0.2010 -3.8252 -1.2786  -0.096
H 3.6147 3.1444 -1.9577  0.098
H 2.4941 1.7924 -1.9649  0.036
H 3.7004 1.9504 -0.6757  0.080
H 1.3260 3.8141 -1.2064  0.119
H 3.5952 4.0323 0.8400  0.077
H 2.1661 5.0720 0.8393  0.059
H 3.2725 5.0859 -0.5180  0.101
H 0.9347 1.1999 2.6598  0.083
H 3.7217 2.2333 1.9471  0.075
H 3.1083 0.6408 1.4877  0.055
H 3.3048 1.0737 3.1913  0.097
H 2.0476 4.0384 2.8628  0.074
H 1.7853 2.9156 4.1796  0.098
H 0.4058 3.5089 3.2673  0.075
H 0.1715 5.0894 1.1875  0.107
H -1.0733 7.0798 1.4174  0.094
H -2.5194 6.6513 2.3289  0.115
H -2.6806 7.1720 0.6692  0.106
H -4.0073 4.9908 0.3609  0.139
H -3.8829 2.5917 -0.0747  0.133
H -3.4922 1.6859 2.2363  0.133
H -5.5902 0.5104 2.6606  0.137
H -7.2546 -1.0608 1.9160  0.095
H -6.4478 -2.6281 1.8994  0.109
H -6.9870 -1.9286 0.3898  0.103
H -4.5241 -2.4839 -0.1820  0.110
H -1.4992 -1.9560 -3.2748  0.115
H -4.4030 -1.4842 -2.4028  0.079
H -3.6823 -3.0677 -2.7167  0.068
H -3.8736 -1.9182 -4.0227  0.102
H -3.0943 0.5871 -2.6515  0.089
H -2.2771 0.1866 -4.1565  0.101
H -1.3213 0.5676 -2.7203  0.031
H -1.0216 -3.1977 0.6209  0.102
H -2.8823 -4.4782 -1.4420  0.075
H -3.3121 -4.0509 0.2245  0.066
H -2.1122 -5.2843 -0.0954  0.101
H -0.5690 -4.1519 -2.2491  0.092
H 0.2691 -4.6783 -0.7966  0.100
H 0.5584 -3.0604 -1.4364  0.040
O 5.8790 -2.6856 -2.9992  -0.026
C 5.0087 -1.9877 -3.8373  -0.201
C 3.8113 -1.5334 -3.0733  -0.118
C 2.8010 -0.7728 -3.6735  0.040
C 1.7255 -0.3585 -2.9193  -0.116
N 1.5746 -0.6512 -1.6182  -0.093
C 2.5296 -1.4277 -1.0371  -0.196
C 3.6447 -1.8712 -1.7307  0.100
C 2.2500 -1.7626 0.3565  -0.200
C 2.9895 -2.6529 1.1218  0.094
C 2.6174 -2.9166 2.4371  -0.131
C 3.3908 -3.9387 3.2078  -0.202
O 3.6707 -4.9996 2.3404  -0.027
C 1.5046 -2.2476 2.9524  0.047
C 0.7999 -1.3934 2.1304  -0.116
N 1.1495 -1.1569 0.8619  -0.074
H 6.6617 -2.9607 -3.4893  0.121
H 4.6668 -2.6137 -4.6806  0.155
H 5.5024 -1.1104 -4.2873  0.153
H 2.8606 -0.5069 -4.7175  0.141
H 0.9456 0.2298 -3.3875  0.119
H 4.4053 -2.4664 -1.2526  0.130
H 3.8502 -3.1634 0.7227  0.137
H 2.8301 -4.2604 4.0931  0.139
H 4.3224 -3.4635 3.5591  0.151
H 4.1601 -5.6887 2.8049  0.119
H 1.1789 -2.4104 3.9680  0.137
H -0.0948 -0.8914 2.4895  0.124

Cartesian forces (eV/Å) of the 6 atoms listed first:
-1.062 0.864 -0.514
-0.183 -0.006 -0.054
-0.116 -0.152 0.098
-0.125 0.075 -0.036
0.329 -0.037 0.292
-0.128 0.116 -0.248

=====

Listing DFT total energy for the structures above in their given order: -1258.154533, -344.543348, -629.989550, -972.192007, -291.068981, -2554.082277 hartree.